No. 1
C7H10N2 in the gas phase. Source: the OMol25 dataset; level of theory: ωB97M-V with the def2-TZVPD basis set.

Output
Spin multiplicity: 1
SMILES: CC1(C)Cc2cncn21
Strongest force on any atom in eV Å⁻¹: 5.3
Total energy in eV: -10397.55846
E_HOMO in eV: -8.1

Geometry (Å):
C -0.8332 -1.8257 0.5091
C -0.2691 -0.4262 0.5371
C -0.7318 0.2962 1.7923
C 1.3195 -0.4041 0.3730
C 1.0274 0.4354 -0.8683
C 1.5204 1.1643 -1.8953
N 0.4121 1.7888 -2.4133
C -0.7411 1.6528 -1.9886
N -0.3029 0.4209 -0.7077
H -1.9097 -1.9406 0.8986
H -0.4766 -2.5218 1.2769
H -0.7372 -2.1702 -0.5487
H -1.8475 0.3638 1.7927
H -0.1236 1.2482 1.8074
H -0.5654 -0.2190 2.7751
H 1.8623 -1.3214 0.0397
H 1.6669 0.2828 1.1542
H 2.4462 1.2853 -2.2987
H -1.7167 1.8905 -2.2357

Cartesian forces (eV/Å) of the 3 atoms listed first:
C -2.2083 -0.7172 -0.5228
C 1.1026 -0.7806 1.4000
C 0.1154 0.6488 0.5813


No. 2
4 unconnected molecules or ions with the total composition H8O4. Source: the OMol25 dataset; level of theory: ωB97M-V with the def2-TZVPD basis set.

Output
Spin multiplicity: 1
SMILES: O.O.O.O
Strongest force on any atom in eV Å⁻¹: 0.8
Total energy in eV: -8319.86288
E_HOMO in eV: -10.5

Geometry (Å):
O -0.6470 2.3764 0.6114
H -0.4470 2.0260 1.4793
H -0.9551 1.6199 0.1123
O 0.8012 -0.2008 -0.6287
H -0.1209 -0.2567 -0.3780
H 0.7839 -0.0070 -1.5659
O 2.8460 -1.4334 0.6916
H 2.9925 -2.0690 -0.0089
H 2.1878 -0.8347 0.3386
O -2.0934 -0.3554 -0.2104
H -2.6052 -0.8699 -0.8346
H -2.7429 0.0047 0.3934

Cartesian forces (eV/Å) of the 3 atoms listed first:
O -0.1898 0.3367 0.0098
H 0.1672 -0.0518 0.2187
H -0.0282 -0.1575 -0.2105


No. 3
A molecular structure, C2H5MgNaO2. Source: the OMol25 dataset; level of theory: ωB97M-V with the def2-TZVPD basis set.

Output
Spin multiplicity: 2
Strongest force on any atom in eV Å⁻¹: 5.0
Total energy in eV: -16101.23086
Net charge: +1
<S²>: 0.753
E_HOMO (spin up / spin down) in eV: -10.7 / -11.9

Geometry (Å):
O 1.4048 -0.9072 0.6381
C 1.5644 0.3190 1.1391
C 1.3871 0.8009 2.3694
Na 1.3695 -1.1121 -1.7301
Mg 0.7671 -2.4230 1.7027
H 1.0447 1.7859 1.6877
H 2.6683 0.8732 1.2784
H 0.6299 0.3313 3.0043
H -2.7014 -0.1288 0.2513
O -2.7781 -0.7070 -0.5181
H -3.3774 -0.2893 -1.1426

Cartesian forces (eV/Å) of the 3 atoms listed first:
O -0.4157 -0.5129 -0.4463
C 4.9098 -1.0169 -0.5941
C -3.9558 2.5558 -0.4550


No. 4
2 unconnected molecules or ions with the total composition C6H14N2O2. Source: the OMol25 dataset; level of theory: ωB97M-V with the def2-TZVPD basis set.

Output
Spin multiplicity: 1
SMILES: CNC(C)=O.CNC(C)=O
Strongest force on any atom in eV Å⁻¹: 2.5
Total energy in eV: -13524.54978
E_HOMO in eV: -9.3

Geometry (Å):
C 0.1026 1.9518 -1.0898
N 0.3454 2.4945 0.2492
C -0.0438 1.7293 1.3358
C 0.1217 2.4625 2.6428
O -0.7332 0.7448 1.1145
H -1.0020 1.9380 -1.1611
H 0.1582 2.6854 -1.8896
H 0.5860 1.0112 -1.3056
H 1.1131 3.1329 0.2962
H 0.2349 3.5107 2.3974
H -0.6977 2.2992 3.3235
H 1.0197 2.1381 3.1692
C -1.4225 -2.7108 -1.9645
N -0.7259 -1.9804 -0.9275
C 0.5804 -2.3133 -0.7111
C 1.1422 -1.6065 0.5137
O 1.2300 -3.1355 -1.3248
H -1.0981 -3.7457 -2.0636
H -2.4980 -2.7180 -1.7987
H -1.1887 -2.2955 -2.9561
H -1.1344 -1.2863 -0.3246
H 0.3432 -1.4169 1.2216
H 1.6221 -0.6473 0.3498
H 1.9448 -2.2422 0.9034

Cartesian forces (eV/Å) of the 3 atoms listed first:
C -2.2237 1.0378 0.2347
N 0.6974 -0.7838 -0.8558
C -1.5260 1.0875 -1.3931


No. 5
A molecular structure, C35H57BN6SiSn. Source: the OMol25 dataset; level of theory: ωB97M-V with the def2-TZVPD basis set.

Output
Spin multiplicity: 1
Strongest force on any atom in eV Å⁻¹: 0.2
Total energy in eV: -60537.76834
Net charge: +2
E_HOMO in eV: -14.1

Geometry (Å):
Sn 0.5971 -0.8376 -0.2059
C 3.2709 -1.6242 -2.5447
C 3.8796 -1.9245 -1.1727
C 3.3200 -3.2120 -0.5662
C 3.7756 -0.7593 -0.2322
C 4.8132 -0.0317 0.3242
C 4.2371 0.9464 1.1219
C 5.0154 1.9978 1.8642
C 4.7805 2.0361 3.3741
C 4.8508 3.3621 1.1953
N 2.8943 0.8141 1.0369
N 2.6193 -0.2441 0.2035
B 1.7225 1.5330 1.7672
N 0.9500 0.4712 2.6077
N 0.3499 -0.5593 1.9447
C -0.2399 -1.3556 2.8508
C -0.0348 -0.8199 4.1126
C 0.7308 0.3301 3.9249
C 1.2767 1.2356 4.9875
C 0.1570 1.7204 5.9106
C 2.3582 0.4994 5.7853
C -0.9032 -2.6414 2.4521
C -2.0922 -2.9616 3.3533
C 0.1217 -3.7815 2.4632
N 0.7109 2.1260 0.7334
N 0.2662 1.3496 -0.3024
C -0.5508 2.0927 -1.0587
C -0.6567 3.3553 -0.4919
C 0.1507 3.3491 0.6393
C 0.2590 4.4936 1.6156
C 1.6372 5.1407 1.7373
C -0.2974 4.1138 2.9887
C -1.2658 1.5867 -2.2798
C -2.5361 0.8262 -1.8708
C -0.4025 0.7551 -3.2291
H 3.5124 -2.4244 -3.2438
H 3.6502 -0.6877 -2.9542
H 2.1788 -1.5631 -2.5044
H 4.9525 -2.0693 -1.3165
H 2.2319 -3.1727 -0.4468
H 3.7622 -3.4192 0.4084
H 3.5331 -4.0549 -1.2236
H 5.8677 -0.1878 0.1699
H 6.0544 1.6918 1.7215
H 3.8040 2.4437 3.6314
H 5.5336 2.6724 3.8388
H 4.8691 1.0417 3.8125
H 3.8141 3.6905 1.2197
H 5.1690 3.3276 0.1529
H 5.4573 4.1071 1.7108
H 2.1248 2.4038 2.4514
H -0.3720 -1.2173 5.0547
H 1.7341 2.0982 4.5021
H -0.2917 0.8843 6.4495
H -0.6328 2.2311 5.3578
H 0.5567 2.4124 6.6515
H 1.9299 -0.3493 6.3210
H 2.8026 1.1711 6.5197
H 3.1511 0.1264 5.1373
H -1.2611 -2.5292 1.4204
H -1.7635 -3.1364 4.3786
H -2.5937 -3.8673 3.0131
H -2.8212 -2.1483 3.3766
H 0.5074 -3.9357 3.4719
H 0.9712 -3.5649 1.8118
H -0.3385 -4.7108 2.1276
H -1.2191 4.1930 -0.8705
H -0.4074 5.2484 1.1907
H 2.3053 4.5487 2.3603
H 1.5316 6.1164 2.2113
H 2.1038 5.2907 0.7636
H 0.3176 3.3499 3.4631
H -1.3199 3.7375 2.9204
H -0.3051 4.9876 3.6407
H -1.5764 2.4830 -2.8199
H -2.2663 -0.0637 -1.2903
H -3.0956 0.4885 -2.7437
H -3.1985 1.4818 -1.2911
H -0.2504 -0.2629 -2.8637
H 0.5719 1.2163 -3.3919
H -0.8952 0.6656 -4.1970
C -4.2325 -1.2053 0.5435
Si -4.1726 0.5934 0.8926
C -2.7871 1.2995 1.8647
C -5.5645 1.6300 0.4452
C -6.6655 1.0798 -0.2366
C -7.7448 1.8754 -0.5681
C -7.7374 3.2225 -0.2230
C -6.6574 3.7857 0.4503
C -5.5746 2.9964 0.7825
H -4.9757 -1.6677 1.2025
H -3.2679 -1.6766 0.7306
H -4.5444 -1.4115 -0.4815
H -2.1913 0.5188 2.3416
H -3.1878 1.9628 2.6353
H -2.1322 1.9024 1.2250
H -6.6797 0.0291 -0.5024
H -8.5923 1.4528 -1.0896
H -8.5860 3.8427 -0.4809
H -6.6700 4.8339 0.7145
H -4.7355 3.4389 1.3065

Cartesian forces (eV/Å) of the 3 atoms listed first:
Sn -0.0590 -0.0658 -0.0841
C -0.0176 0.0138 -0.0134
C 0.0343 0.0000 -0.0268


No. 6
2 unconnected molecules or ions with the total composition H4N4O2. Source: the OMol25 dataset; level of theory: ωB97M-V with the def2-TZVPD basis set.

Output
Spin multiplicity: 1
Strongest force on any atom in eV Å⁻¹: 4.2
Total energy in eV: -10114.03194
E_HOMO (spin up / spin down) in eV: -8.3 / -8.3

Geometry (Å):
N -0.9227 1.0657 -0.0828
N 0.3718 -0.0258 1.4799
N 0.3072 0.7106 0.3798
N 0.6569 -0.6972 -1.2524
O -0.3053 -0.4529 -2.0103
O 1.6809 -1.3657 -1.4854
H -0.8149 0.8731 -1.0558
H -1.7730 0.6995 0.4264
H -0.3294 -0.7848 1.5043
H 1.1283 -0.0226 2.0963

Cartesian forces (eV/Å) of the 3 atoms listed first:
N 0.8209 -0.6905 3.2420
N -3.8603 -0.2964 -1.6229
N 0.4569 0.0329 0.2126